The following is a quantum chemistry calculation of C22H35BrCaF2KLiMgN3O13P2 as an isolated structure at a distorted geometry, from the OMol25 dataset.

```
82
Properties=species:S:1:pos:R:3:forces:R:3:mulliken_charge:R:1
N -1.764296 -1.514622 4.619320 -0.2 0.3 -0.2 -0.943
P -0.361197 -1.863268 4.008013 -1.0 0.1 -0.1 0.855
O -0.270256 -3.490646 4.002432 0.3 -0.2 0.0 -0.431
O 0.787608 -1.340582 5.022368 0.6 -0.1 -0.2 -0.462
P 0.134828 -0.825548 1.981285 0.0 0.8 -0.6 1.284
C -0.184633 0.886533 2.792144 0.4 0.0 0.1 -1.749
C 1.047122 1.588389 3.337972 -0.8 0.5 0.5 -1.066
N 0.743922 2.920535 3.906204 0.4 -0.2 -0.6 -0.614
C -1.678012 -0.916796 1.376396 0.0 -0.8 -0.2 0.103
O -2.371740 -2.135681 1.607910 -0.2 -0.4 0.1 0.083
O -2.784134 -2.628823 0.299669 0.0 0.6 0.0 -0.250
C 0.607762 -2.491004 1.075737 -0.4 -0.6 1.1 0.439
C 1.997831 -2.887456 1.235250 -1.3 0.4 -2.9 0.006
O 2.808970 -2.877171 0.400308 1.5 -0.3 0.6 -0.357
F 2.530964 -3.363566 2.632968 -2.0 -2.8 -0.3 -0.448
H -2.222683 -2.398352 4.775143 -0.4 -0.2 0.2 0.131
H 0.633367 -3.824899 3.955023 0.1 -0.1 -0.1 0.254
H 0.344384 -1.100441 5.849694 0.1 0.0 0.2 0.297
H 1.554148 -0.735839 2.469567 0.3 0.0 0.1 -1.077
H 0.491209 -0.138552 0.767818 0.3 -0.1 0.1 0.110
H -0.985563 0.872811 3.540964 0.0 -0.3 0.3 1.160
H -0.530285 1.515201 1.956087 0.1 -0.3 -0.3 0.784
H 1.737844 1.717936 2.512472 0.5 -0.1 0.1 0.449
H 1.470421 1.021302 4.160747 0.3 -0.4 -0.2 0.174
H 0.967628 3.632949 3.225151 -0.2 0.3 0.0 0.272
H -0.224206 2.999082 4.178473 -0.1 0.2 0.3 0.197
H -2.242566 -0.099844 1.842378 0.0 0.2 0.2 -1.627
H -1.636848 -0.760225 0.301196 0.1 0.1 -0.2 1.019
H -3.008717 -3.551342 0.478678 0.1 -0.2 0.3 0.233
H 0.546510 -2.239000 0.028368 -0.2 0.0 -0.5 -0.007
H -0.071403 -3.320711 1.247259 -0.2 -0.1 0.4 0.481
C -0.053037 -3.263869 -3.970391 -0.3 -0.2 0.1 -0.767
C -1.085968 -2.152220 -4.112983 0.0 0.1 -0.1 0.075
C -1.514238 -1.912108 -2.676677 0.0 -0.2 -0.1 -0.540
O -0.359057 -2.204053 -1.870582 -0.1 -0.1 0.2 -0.337
C 0.630440 -2.871313 -2.675215 0.3 0.2 -0.1 -0.416
H 0.640441 -3.327514 -4.805397 0.0 0.1 -0.1 0.356
H -0.552578 -4.231819 -3.867114 0.1 0.0 0.0 0.346
H -0.610669 -1.260096 -4.511999 -0.1 0.0 -0.1 -0.277
H -1.918302 -2.412585 -4.763451 0.0 0.0 0.0 0.431
H -2.331643 -2.577565 -2.372169 0.0 0.0 0.0 0.200
H -1.825553 -0.879990 -2.499849 0.1 0.0 0.0 0.332
H 1.444155 -2.165233 -2.863752 0.0 0.0 0.0 0.312
H 1.031037 -3.725148 -2.122125 -0.1 0.0 0.1 0.288
C -3.015353 -5.668201 4.163696 0.0 -0.1 -0.2 -1.167
N -3.426732 -5.035694 2.866456 0.3 -0.3 0.0 1.181
O -2.815353 -5.318617 1.879619 0.3 0.0 -0.4 -0.477
O -4.384668 -4.249978 2.896758 1.7 -0.8 -4.6 -0.852
H -2.175213 -6.319165 3.966097 0.0 0.0 0.0 0.275
H -2.729175 -4.871799 4.855396 0.3 -0.1 -0.1 0.433
H -3.867123 -6.238715 4.549300 0.2 -0.1 -0.1 0.461
Mg -2.300758 2.548272 2.601785 -0.8 0.3 -0.1 0.253
C 2.493608 1.285575 -5.873621 -0.3 0.6 0.7 -0.581
C 1.259940 0.467987 -5.781140 0.5 -0.1 -0.7 0.750
C 0.939331 -0.411448 -7.006928 0.1 0.0 0.1 0.578
O -0.021966 -1.180436 -6.957385 -0.1 0.0 0.1 -0.645
C 1.783641 -0.280214 -8.130142 0.2 0.2 -0.3 -0.643
C 2.973827 0.537173 -8.207078 0.0 0.0 0.4 0.199
C 3.309289 1.294354 -6.940173 -0.4 -0.5 0.0 0.714
O 4.458310 2.031412 -6.888567 0.4 -0.9 0.2 -0.553
O 3.700762 0.643841 -9.178833 0.0 -0.1 -0.3 -0.622
O 0.526115 0.456365 -4.824418 0.0 0.3 0.3 -0.633
H 2.767791 1.922037 -5.032509 -0.3 -0.1 0.1 0.409
H 1.495960 -0.865576 -8.994696 0.2 0.0 -0.1 0.441
K -5.028297 -3.998342 4.786029 -2.8 1.6 5.6 0.990
Li -4.223214 0.384129 1.698990 0.3 0.1 0.0 0.657
Br 5.778709 0.944485 -6.081709 -0.3 0.6 -0.5 0.071
Ca 3.433503 -1.713221 3.079229 2.2 3.2 1.4 0.969
O 3.678299 0.973847 -3.648746 0.2 -0.2 0.3 -0.694
H 3.203461 0.653968 -2.865741 -0.2 0.1 -0.3 0.156
F 0.737045 5.265995 0.939004 0.0 0.0 0.1 -0.304
C 0.392311 6.490005 1.415919 0.0 0.1 0.0 0.605
C 0.591274 6.767100 2.751896 0.0 -0.2 0.1 -0.400
C 0.239191 8.021072 3.230201 0.0 0.0 0.0 -0.418
C -0.308797 8.964850 2.375015 0.0 0.0 0.0 -0.543
C -0.501764 8.658202 1.035341 0.0 0.0 0.1 -0.300
C -0.145110 7.411562 0.544358 -0.1 0.0 -0.2 -0.487
H 1.016415 6.016492 3.405952 0.1 0.0 0.0 0.323
H 0.395249 8.259754 4.272972 0.0 0.0 0.0 0.372
H -0.584060 9.939570 2.752028 0.0 0.0 0.0 0.378
H -0.931125 9.391947 0.367910 0.0 0.0 0.0 0.371
H -0.278334 7.154557 -0.497555 0.0 0.0 0.0 0.430
```
Forces are in eV/Å.

The value obtained for the LUMO energy is -0.18449 hartree. The charge is +1. The HOMO energy is -6.469 eV. The HOMO-LUMO gap is 1.4 eV. For the max |F|, the calculation gives 6.42 eV Å⁻¹.

---

The following is a quantum chemistry calculation of an isolated ion of composition C3H6ClN2 and charge +1 at a distorted geometry, from the OMol25 dataset.

```
12
Properties=species:S:1:pos:R:3:forces:R:3:mulliken_charge:R:1
C -0.622992 2.644324 -0.190657 1.5 0.6 -1.5 -0.175
C -0.413102 0.122458 -0.262953 0.1 -0.6 -1.0 0.603
C 0.615719 -2.044040 0.351424 -3.4 0.4 -1.3 -0.794
N -0.604222 1.394721 -0.152081 0.3 -0.7 0.5 -0.084
N 0.563353 -0.609678 0.287601 -2.3 1.4 -1.0 -0.211
Cl -1.491692 -0.705686 -1.369008 0.3 0.6 0.8 -0.087
H 0.039707 3.193035 -1.032018 -1.7 -1.0 2.1 0.267
H -1.208880 3.169103 0.585778 0.3 0.1 -0.7 0.295
H 0.089871 -2.391265 -0.568835 0.9 -0.4 0.9 0.313
H 0.120418 -2.393585 1.238962 -0.3 -0.3 0.3 0.310
H 1.603131 -2.239001 0.413546 3.1 -1.3 -0.2 0.322
H 1.308692 -0.140390 0.698242 1.2 1.2 1.0 0.242
```
Forces are in eV/Å.

The value obtained for the LUMO energy is -0.17984 hartree. The charge is +1. The calculation puts the relative energy (zero: lowest compared OMol25 entry of this formula, charge and spin) at 1.619 eV. The HOMO energy is -14.839 eV. The HOMO-LUMO gap is 9.9 eV. Its SMILES is C=N/C(Cl)=[NH+]/C. For the max |F|, the calculation gives 3.70 eV Å⁻¹.

---

The following is a quantum chemistry calculation of a 6-piece molecular cluster, C4H22N2O5S2 overall at a distorted geometry, from the OMol25 dataset.

```
35
Properties=species:S:1:pos:R:3:forces:R:3:mulliken_charge:R:1
S 1.337209 -1.849955 -3.139361 0.4 0.5 0.8 -0.202
S 1.917423 -2.329027 -1.172072 0.2 -0.2 0.0 -0.105
C 1.246167 -1.261029 0.163179 -2.3 1.6 -1.4 -0.589
C 0.205516 -0.095757 -0.259251 -0.1 1.6 0.0 -0.488
C -0.832708 0.193266 0.987294 0.4 2.2 -1.8 -0.969
N -2.307178 0.375280 0.718979 1.2 0.2 -0.4 -0.444
N -0.580126 -0.488738 -1.402742 0.1 1.1 -0.9 0.026
C -1.070912 0.532354 -2.378223 -1.0 -1.6 1.2 -1.210
H 1.780028 -0.565855 -3.087404 -0.1 -0.5 -0.3 0.144
H 0.590395 -1.780673 0.849910 0.8 -1.0 0.3 0.213
H 2.080706 -0.805014 0.656167 0.4 0.0 0.4 0.405
H 0.761018 0.914238 -0.425435 -0.9 -2.0 0.0 0.524
H -0.506031 1.216749 1.260525 0.1 -1.2 1.0 0.136
H -0.620591 -0.541488 1.707847 0.0 -0.4 1.5 0.730
H -2.548606 0.088297 -0.212303 0.1 0.3 -0.7 0.283
H -2.894716 -0.239015 1.239858 0.0 -0.6 1.0 0.255
H -1.360597 -0.972584 -1.016683 -0.6 -0.6 -0.7 0.361
H -1.706969 0.008341 -3.120801 0.8 0.2 0.1 0.326
H -1.714700 1.286217 -1.953300 -0.4 0.4 0.6 0.386
H -0.277446 1.084704 -2.794812 1.2 0.3 -0.8 0.400
H -0.026028 3.793207 2.625892 1.1 -0.5 -0.3 0.366
H 1.417420 3.351954 2.021659 -0.1 -0.1 -0.8 0.304
O 0.927248 3.590225 2.795380 -0.5 0.5 1.2 -0.624
H -2.034327 3.125235 3.478108 -0.2 -0.3 0.3 0.328
H -2.002601 2.756997 1.957333 -0.1 0.4 0.9 0.344
O -1.719503 3.423280 2.628098 -0.5 -0.3 -1.3 -0.680
H -0.508671 2.773119 0.496003 0.1 0.9 0.0 0.222
H 0.324763 3.949369 -0.247259 -0.4 0.8 0.6 0.296
O 0.097768 3.031679 -0.204244 0.3 -1.3 -0.7 -0.618
H -1.649843 -3.488777 -0.203394 1.2 0.5 0.3 0.295
H -1.134689 -1.980075 0.399891 0.8 -1.3 0.1 0.272
O -1.799077 -2.579536 0.069479 -2.3 0.2 0.0 -0.683
H 1.026550 0.033249 4.121526 -0.5 -0.6 -0.5 0.316
H 1.409648 -1.299892 3.472650 -0.5 0.3 0.1 0.306
O 0.642953 -0.711619 3.608593 1.1 0.2 0.5 -0.628
```
Forces are in eV/Å.

The value obtained for the LUMO energy is 0.01206 hartree. The calculation puts the relative energy (zero: lowest compared OMol25 entry of this formula, charge and spin) at 2.640 eV. The HOMO energy is -7.959 eV. The HOMO-LUMO gap is 8.3 eV. Its SMILES is CN[C@@H](CN)CSS.O.O.O.O.O. For the max |F|, the calculation gives 3.13 eV Å⁻¹.

---

The following is a quantum chemistry calculation of a 12-piece molecular cluster, H24O12 overall at a distorted geometry, from the OMol25 dataset.

```
36
Properties=species:S:1:pos:R:3:forces:R:3:mulliken_charge:R:1
O -0.845616 -1.837368 2.473568 0.7 -1.2 -2.1 -0.590
H -1.330578 -1.536401 3.200748 -1.0 0.8 1.7 0.261
H -1.543276 -2.106319 1.807209 1.0 0.9 1.0 0.307
O 1.989670 -0.686978 2.178846 -1.0 -2.0 3.0 -0.722
H 1.364277 -1.078168 1.561650 -0.2 0.1 -0.4 0.306
H 1.692857 -1.186867 3.051400 1.0 1.7 -2.6 0.337
O -0.015351 2.420607 1.797311 -6.0 2.9 4.7 -0.640
H 0.159186 2.788407 2.729975 -0.1 -0.9 -2.4 0.291
H 0.752888 2.124399 1.481520 5.2 -1.5 -1.9 0.350
O 0.251588 -0.157548 -0.203851 2.4 0.5 -1.4 -0.199
H -0.607524 -0.243377 0.106640 -2.7 -0.3 1.5 0.240
H 0.208299 0.607756 -0.807266 0.4 -0.6 0.1 0.048
O 0.668911 1.204465 -2.600320 0.3 3.8 -0.4 -0.710
H 0.318750 2.154624 -2.319091 0.7 -2.7 -0.7 0.345
H 1.322280 1.446294 -3.316610 -0.9 -0.6 1.1 0.266
O 2.474937 1.882933 1.590355 -0.8 -1.3 0.4 -0.736
H 2.791147 1.571404 0.751879 0.8 0.2 -0.9 0.322
H 2.030698 1.013101 1.844611 1.0 0.8 0.5 0.430
O 3.423465 -1.607025 -1.700971 1.4 -0.1 1.3 -0.691
H 3.518695 -0.985090 -2.403664 -0.2 0.6 -0.6 0.273
H 2.488923 -1.680968 -1.436166 1.3 -0.1 -0.7 0.312
O -2.096413 0.677209 1.107142 -1.0 0.2 0.8 -0.667
H -2.911713 0.590953 1.642286 0.6 -0.1 -0.7 0.265
H -1.601387 1.389420 1.561504 0.5 -0.2 0.0 0.359
O -1.706420 0.285193 -3.493274 6.5 6.4 -8.0 -0.599
H -2.098670 -0.158017 -2.915407 -4.9 -5.9 8.0 0.217
H -0.747884 0.507223 -3.254425 -2.0 -0.6 0.0 0.447
O -2.720803 -2.561288 0.839202 -2.3 4.5 -1.9 -0.615
H -2.335968 -3.340603 0.937757 2.2 -6.3 1.8 0.312
H -2.468694 -2.493410 -0.088351 -0.5 1.1 -0.5 0.317
O -1.448095 2.736099 -0.684070 -1.9 1.6 0.5 -0.616
H -1.566284 1.839926 -0.288892 -0.7 1.4 -0.1 0.317
H -2.200017 3.392236 -0.336929 2.6 -2.7 -1.0 0.280
O 1.168408 -2.268511 -1.867712 0.0 -5.9 -4.0 -0.585
H 0.913109 -1.622321 -1.340958 -2.9 5.0 4.1 0.448
H 0.706604 -3.081990 -1.605650 0.3 0.5 -0.1 0.318
```
Forces are in eV/Å.

The value obtained for the LUMO energy is -0.01011 hartree. The calculation puts the relative energy (zero: lowest compared OMol25 entry of this formula, charge and spin) at 4.610 eV. The HOMO energy is -10.054 eV. The HOMO-LUMO gap is 9.8 eV. Its SMILES is O.O.O.O.O.O.O.O.O.O.O.O. For the max |F|, the calculation gives 12.13 eV Å⁻¹.

---

The following is a quantum chemistry calculation of a 3-piece molecular cluster, C5H8N2 overall at a distorted geometry, from the OMol25 dataset.

```
15
Properties=species:S:1:pos:R:3:forces:R:3:mulliken_charge:R:1
C -1.657275 0.118028 0.559722 0.1 -0.3 2.6 -0.530
C -0.198078 0.080546 0.016523 0.8 0.0 1.0 0.332
C 0.638411 -1.093250 0.070540 -0.1 -3.5 -2.7 -0.374
C 1.973164 -0.811077 -0.037887 -1.2 3.7 0.5 -0.414
C 0.716708 1.098459 -0.080011 -2.1 3.0 -1.2 -0.453
H -2.043885 -0.883759 -1.378869 -3.5 2.2 2.9 0.258
H -3.273415 1.054633 -0.906348 1.4 -4.7 1.9 0.263
H -1.923649 1.092573 1.038913 0.7 -0.6 -0.6 0.337
H -1.382476 -0.570267 1.665189 -1.9 1.3 -3.5 0.225
H 0.257855 -2.095063 -0.410877 0.6 1.5 2.0 0.209
H 2.929821 -1.262325 -0.103475 0.2 -1.1 -0.1 0.440
H 2.803157 1.107847 -0.559223 -0.5 -0.2 0.6 0.292
H 0.106707 2.172839 -0.442322 3.1 -2.6 1.6 0.184
N -2.981413 -0.222995 -0.309509 4.9 2.0 -3.8 -0.546
N 2.079743 0.655465 0.012893 -2.5 -0.7 -1.3 -0.224
```
Forces are in eV/Å.

The value obtained for the LUMO energy is 0.00846 hartree. The calculation puts the relative energy (zero: lowest compared OMol25 entry of this formula, charge and spin) at 8.046 eV. The HOMO energy is -8.601 eV. The HOMO-LUMO gap is 8.8 eV. For the max |F|, the calculation gives 6.49 eV Å⁻¹.

---

The following is a quantum chemistry calculation of one molecule with the formula C3H9N3 at a distorted geometry, from the OMol25 dataset.

```
15
Properties=species:S:1:pos:R:3:forces:R:3:mulliken_charge:R:1
C -1.874424 -0.165260 -0.873536 -3.7 1.0 -0.7 -1.354
C -0.885979 -0.515633 0.189260 -3.6 -2.4 1.7 -0.074
C 0.196377 0.448722 0.311645 1.8 3.7 -1.5 -0.497
N 2.376480 -0.665497 0.945431 -0.7 -1.6 -3.6 -0.240
N 2.554923 0.734788 0.992366 -0.3 0.0 3.8 -0.407
N 1.241620 0.165606 1.292893 0.6 0.3 -0.1 0.062
H -1.505784 0.184228 -1.780242 1.7 0.6 -1.7 0.414
H -2.680121 0.650891 -0.735038 1.4 -1.0 0.9 0.291
H -2.517454 -0.983542 -1.246677 0.4 -0.2 0.7 0.356
H -1.560543 -0.738774 1.108319 1.5 1.0 -0.8 0.228
H -0.656074 -1.562220 -0.026045 1.2 0.2 -0.2 0.233
H -0.171002 1.545464 0.629976 0.4 -2.5 -0.6 0.208
H 0.603873 0.656643 -0.811573 -0.3 -0.6 2.2 0.256
H 2.284432 -0.948149 -0.140265 0.0 0.6 2.6 0.254
H 2.593676 1.192735 0.143488 -0.4 0.7 -2.8 0.269
```
Forces are in eV/Å.

The value obtained for the LUMO energy is 0.03472 hartree. The calculation puts the relative energy (zero: lowest compared OMol25 entry of this formula, charge and spin) at 5.357 eV. The HOMO energy is -9.497 eV. The HOMO-LUMO gap is 10.4 eV. Its SMILES is CCCn1[nH][nH]1. For the max |F|, the calculation gives 4.62 eV Å⁻¹.